{
  "formula": "C28H53Cl29F2NO6PS",
  "method": "ωB97M-V/def2-TZVPD",
  "homo_lumo_gap_ev": 8.0,
  "fmax_ev_per_a": 10.0,
  "energy_ha": -15889.16073,
  "homo_energy_ev": -9.80,
  "charge": 0,
  "symbols": ["C", "C", "C", "C", "C", "P", "C", "C", "C", "C", "S", "O", "O", "Cl", "C", "O", "C", "C", "O", "N", "C", "O", "F", "C", "O", "F", "H", "H", "H", "H", "H", "H", "H", "H", "H", "H", "H", "H", "H", "H", "H", "H", "H", "H", "H", "H", "H", "H", "H", "H", "H", "C", "Cl", "Cl", "H", "H", "C", "Cl", "Cl", "H", "H", "C", "Cl", "Cl", "H", "H", "C", "Cl", "Cl", "H", "H", "C", "Cl", "Cl", "H", "H", "C", "Cl", "Cl", "H", "H", "C", "Cl", "Cl", "H", "H", "C", "Cl", "Cl", "H", "H", "C", "Cl", "Cl", "H", "H", "C", "Cl", "Cl", "H", "H", "C", "Cl", "Cl", "H", "H", "C", "Cl", "Cl", "H", "H", "C", "Cl", "Cl", "H", "H", "C", "Cl", "Cl", "H", "H"],
  "coordinates": [[0.867844, 0.003690, 6.370067], [0.538159, 1.005795, 5.099535], [0.374495, 0.009557, 3.763626], [-0.299868, 0.739226, 2.484994], [0.283241, 2.308688, 2.485557], [-0.267552, -0.114374, 0.798296], [0.772808, 0.698334, -0.551279], [2.164225, 1.426804, -0.181493], [3.044622, 0.934439, 1.071180], [3.916421, 2.260172, 1.605063], [5.197468, 1.767271, 2.893374], [5.252370, 0.206163, 3.016079], [6.660823, 2.200853, 2.519281], [4.770196, 2.589203, 4.763463], [-1.776291, 1.030622, 0.300432], [-2.311117, 0.627331, -1.045197], [-3.036468, 1.743710, -1.670471], [-2.354415, 3.172938, -2.092934], [-4.354381, 1.546582, -1.942489], [0.843007, -1.390315, 1.220305], [1.655193, -1.983158, 0.092390], [2.984289, -2.214519, 0.284344], [1.131111, -2.445372, -1.227219], [0.168439, -2.667456, 1.772324], [-0.478624, -3.568527, 1.008916], [0.290992, -3.089562, 3.218636], [0.720359, 0.546078, 7.421144], [0.253569, -0.993847, 6.341186], [2.036483, -0.230556, 6.309519], [1.494152, 1.694874, 4.936835], [-0.446611, 1.643388, 5.245791], [-0.405202, -0.815367, 4.136580], [1.422802, -0.477146, 3.615584], [-1.450025, 0.882775, 2.779208], [0.265981, 2.802416, 1.423976], [1.421361, 2.356544, 2.838406], [-0.387091, 2.927012, 3.253890], [-1.184072, -1.180095, 0.349603], [0.922383, 0.068003, -1.555990], [0.091020, 1.599740, -0.958275], [2.858637, 1.367497, -1.152158], [1.978036, 2.598401, -0.037011], [2.480372, 0.537637, 2.011804], [3.887474, 0.192380, 0.667762], [4.536074, 2.644881, 0.661808], [3.230017, 3.156285, 1.922259], [-2.711248, 0.850016, 1.021583], [-1.528817, 2.166955, 0.376084], [-1.217616, 3.193495, -1.808054], [-2.463750, 3.437214, -3.235152], [-2.900622, 4.006412, -1.435462], [4.741422, -5.207908, -0.875463], [5.308368, -6.297341, 0.396055], [4.136489, -6.114687, -2.267128], [3.935255, -4.586362, -0.478112], [5.571464, -4.574262, -1.197210], [4.160102, -7.517725, -5.606850], [5.722321, -7.829649, -6.373158], [3.048803, -6.722715, -6.728407], [3.724370, -8.467677, -5.287725], [4.312340, -6.871582, -4.738909], [-1.584895, 1.646630, -6.121573], [-0.181417, 1.925783, -5.083608], [-2.653261, 3.054891, -6.139214], [-1.240712, 1.448405, -7.139589], [-2.139735, 0.783817, -5.745134], [-5.930296, 5.160690, -6.149111], [-7.074011, 5.942456, -5.051017], [-4.261659, 5.538122, -5.704010], [-6.074956, 4.078572, -6.102150], [-6.115751, 5.513898, -7.166387], [3.942195, 2.141493, -5.901804], [3.445033, 1.440375, -4.357034], [3.003469, 3.592588, -6.273334], [5.000882, 2.406786, -5.847818], [3.786411, 1.404602, -6.693462], [-1.368395, -1.881779, 8.708742], [0.346369, -2.236628, 8.466429], [-1.723003, -0.186026, 8.357183], [-1.960219, -2.514483, 8.042751], [-1.631794, -2.092267, 9.748124], [-0.468212, -5.557283, -8.224054], [-0.487526, -5.355234, -9.980144], [-1.850473, -6.514758, -7.678604], [0.454043, -6.067020, -7.934694], [-0.509127, -4.572552, -7.752218], [-1.107634, -3.987494, -2.717505], [-2.517493, -3.143775, -3.369798], [-0.517475, -5.209817, -3.850004], [-0.312658, -3.261069, -2.531945], [-1.387208, -4.475797, -1.780810], [0.503672, -5.528112, 10.753794], [1.907151, -5.248959, 11.791759], [-0.564693, -4.119851, 10.736154], [0.847856, -5.726337, 9.735779], [-0.051167, -6.390925, 11.130234], [1.829124, 7.649242, -6.990509], [1.605749, 6.280165, -5.894707], [3.450456, 8.335015, -6.829510], [1.687494, 7.308489, -8.019071], [1.091714, 8.419595, -6.752218], [-3.721064, 2.548854, 10.083309], [-5.279779, 1.716707, 10.138000], [-3.064901, 2.563366, 8.441920], [-3.855711, 3.579117, 10.421748], [-3.018958, 2.032725, 10.742593], [-3.430585, -1.784879, 5.341581], [-2.002932, -2.354881, 4.468682], [-3.676212, -0.051543, 5.096355], [-4.308822, -2.323665, 4.977547], [-3.295584, -1.977632, 6.408643], [3.676570, -1.713821, -6.314722], [3.389079, -3.449717, -6.144247], [3.064097, -1.116441, -7.861632], [3.167673, -1.187550, -5.503442], [4.751333, -1.524238, -6.260469], [-9.075689, 5.405736, -2.065890], [-10.219404, 6.187501, -0.967796], [-7.407052, 5.783167, -1.620789], [-9.220349, 4.323617, -2.018929], [-9.261144, 5.758944, -3.083166]],
  "forces_ev_per_angstrom": [[0.9, 0.9, -0.1], [0.4, -0.9, -0.3], [-0.8, -0.3, 1.6], [0.1, 1.4, 2.4], [0.3, 0.2, -0.2], [-4.3, 2.9, -1.8], [0.3, 1.6, -2.2], [1.0, 1.3, -0.5], [1.8, 0.4, 0.4], [-0.9, 0.5, -2.1], [6.8, -5.1, -1.5], [-1.7, 5.6, -0.1], [-5.9, -0.1, 1.2], [-0.3, -0.2, -1.1], [-2.0, 0.9, 0.8], [-0.5, 3.7, -0.3], [-6.5, -1.5, -1.5], [0.2, 0.0, 1.1], [8.7, 1.2, 1.7], [1.9, -6.2, -0.4], [8.1, -2.3, 0.5], [-9.7, 1.7, -1.7], [1.0, 1.9, 4.2], [-3.0, -6.0, -2.7], [4.6, 6.8, 5.4], [0.2, 2.2, -4.7], [0.2, -1.2, -2.5], [1.3, 2.3, -0.1], [-2.6, 0.2, 0.1], [-2.3, -1.2, 0.4], [2.1, -1.3, -0.2], [2.2, 1.9, -1.0], [-1.9, 0.8, -0.1], [2.5, -0.6, -0.9], [-0.2, -0.8, 2.1], [-2.7, -0.3, -0.7], [1.6, -1.3, -1.9], [0.5, 0.7, 0.4], [-0.4, 0.9, 2.6], [1.5, -2.3, 1.0], [-1.5, 0.1, 2.2], [0.1, -2.6, -0.3], [1.0, 0.4, -2.1], [-2.2, 1.3, 1.3], [-0.9, -0.8, 2.4], [1.5, -1.8, -0.1], [2.0, 0.3, -1.3], [-0.5, -1.8, -0.4], [-2.1, -0.1, -0.6], [0.0, -0.9, 2.4], [1.1, -1.9, -1.6], [0.1, 0.4, 0.2], [0.0, 0.1, 0.0], [-0.1, 0.1, 0.0], [0.2, -0.2, -0.1], [-0.2, -0.3, 0.0], [0.0, -0.2, 0.4], [0.0, 0.0, 0.1], [-0.1, 0.0, 0.0], [0.1, 0.2, -0.2], [0.0, -0.1, -0.4], [-0.2, -0.4, -0.3], [0.1, -0.1, 0.0], [0.2, -0.3, 0.0], [0.0, 0.2, 0.3], [0.1, 0.3, 0.0], [-0.1, -0.2, -0.3], [0.0, 0.0, -0.2], [-0.2, 0.3, 0.0], [0.1, 0.3, 0.1], [0.1, 0.0, 0.3], [0.2, 0.0, -0.5], [0.0, -0.1, 0.2], [0.3, -0.3, 0.0], [-0.3, 0.0, 0.1], [-0.1, 0.2, 0.3], [0.0, -0.1, 0.0], [0.0, -0.1, 0.0], [-0.3, -0.3, 0.2], [0.2, 0.1, 0.1], [0.1, 0.2, -0.3], [0.2, 0.1, 0.3], [0.1, 0.1, 0.0], [0.1, 0.0, 0.1], [-0.3, 0.0, -0.1], [-0.1, -0.3, -0.2], [0.2, 0.1, 0.3], [0.0, 0.1, 0.1], [0.1, -0.1, 0.0], [-0.4, -0.3, -0.2], [0.0, 0.1, -0.3], [0.0, -0.4, -0.1], [0.0, -0.1, -0.1], [-0.2, -0.6, 0.5], [0.0, 0.2, 0.3], [0.1, 0.3, 0.0], [-0.3, 0.2, -0.2], [-0.3, 0.3, 0.0], [0.0, 0.1, -0.1], [0.1, 0.0, 0.3], [0.3, -0.2, 0.0], [0.2, 0.1, 0.3], [0.0, 0.0, 0.1], [-0.1, 0.4, 0.0], [0.0, -0.3, -0.2], [-0.2, 0.0, -0.3], [-0.3, -0.2, 0.1], [-0.6, -0.4, 0.3], [0.0, 0.0, 0.0], [0.3, 0.2, 0.0], [0.0, 0.2, -0.3], [0.1, 0.1, 0.4], [0.1, 0.1, 0.1], [0.0, 0.2, 0.0], [0.0, -0.2, -0.3], [-0.3, -0.1, -0.1], [0.0, -0.2, -0.3], [-0.1, 0.0, -0.1], [0.0, -0.1, 0.0], [0.1, 0.3, 0.1], [0.1, 0.0, 0.3]]
}

***

{
  "formula": "C3H8NOS",
  "method": "ωB97M-V/def2-TZVPD",
  "e_above_lowest_ev": 0.029,
  "homo_lumo_gap_ev": 6.9,
  "fmax_ev_per_a": 2.7,
  "energy_ha": -647.33848,
  "homo_energy_ev": -2.91,
  "charge": -1,
  "symbols": ["C", "C", "S", "H", "H", "H", "H", "H", "C", "N", "O", "H", "H", "H"],
  "coordinates": [[1.729903, -0.045251, 1.225897], [0.799598, 1.202974, 1.252998], [0.340029, 1.742133, -0.389080], [2.683360, 0.151505, 0.727174], [1.193924, -0.898748, 0.747782], [1.946744, -0.351460, 2.297303], [1.258237, 2.015341, 1.868329], [-0.101251, 0.920915, 1.834086], [-1.860084, -1.265015, -1.233035], [-1.327290, -0.315110, -2.047726], [-2.418831, -2.330892, -1.566517], [-1.792501, -0.941186, -0.163046], [-0.906360, 0.452392, -1.543007], [-1.545475, -0.337597, -3.011162]],
  "forces_ev_per_angstrom": [[-0.6, -0.2, 1.3], [0.2, -0.6, 0.9], [0.0, 0.7, -0.3], [-0.2, 0.0, -0.1], [0.5, 0.6, 0.1], [-0.1, 0.2, -1.0], [0.0, -0.4, -0.6], [0.3, 0.0, -0.2], [-0.6, -0.5, -0.6], [-1.2, -2.0, 1.4], [0.8, 1.6, 0.4], [0.2, -0.4, -0.5], [0.7, 0.9, 0.1], [0.1, 0.0, -0.8]]
}